Run 1
Formula: C8H8O3
Source: the Open Molecules 2025 dataset
Level of theory: ωB97M-V/def2-TZVPD

Properties
**E_HOMO**: -0.36811 Ha
**Net charge**: 0
**SMILES**: C#C[C@]1(C(C)=O)CCOC1=O

Geometry (Å):
O 0.686 0.717 -2.068
O -0.451 -2.469 -0.850
O 2.064 0.861 -0.217
C 2.033 0.434 1.115
C -0.034 -0.265 0.035
C -1.314 1.766 1.311
C 0.937 0.510 -0.917
C -0.843 0.848 0.749
C -1.783 -0.713 -1.719
C 0.879 -0.733 1.183
C -0.719 -1.304 -0.840
H 1.501 -1.543 1.129
H -2.492 -0.103 -1.110
H 0.298 -0.805 2.121
H 2.962 0.014 1.387
H 1.738 1.306 1.642
H -2.327 -1.380 -2.343
H -1.677 2.711 1.811
H -1.457 0.149 -2.420

---

Run 2
Formula: C8H8O3
Source: the Open Molecules 2025 dataset
Level of theory: ωB97M-V/def2-TZVPD

Properties
**E_HOMO**: -0.32047 Ha
**Net charge**: 0

Geometry (Å):
O -1.926 2.397 -1.765
O -2.301 -0.131 -1.243
O 0.031 3.286 -1.409
C 1.225 -0.150 0.752
C -0.757 -1.288 -0.009
C -0.427 1.034 -0.570
C 0.478 -1.348 0.693
C -0.841 2.272 -1.382
C -1.190 0.020 -0.580
C 0.995 -2.560 1.485
C 0.766 1.119 0.171
H 1.068 3.187 -1.633
H -2.331 0.674 -1.642
H 2.298 -0.147 1.659
H 2.250 -2.439 1.307
H 1.478 2.117 0.176
H 0.239 -3.288 0.986
H -1.303 -2.304 0.146
H 0.248 -2.450 2.857

---

Run 3
Formula: C8H8O3
Source: the Open Molecules 2025 dataset
Level of theory: ωB97M-V/def2-TZVPD

Properties
**E_HOMO**: -0.36174 Ha
**Net charge**: 0
**SMILES**: C[C@@]12C[C@]1(C)C(=O)C(=O)C2=O

Geometry (Å):
O -0.583 3.409 1.219
O -2.507 1.396 -0.249
O 1.919 1.968 1.068
C -1.023 -0.962 -1.425
C 0.708 0.026 0.482
C -0.386 -0.874 1.095
C -0.707 -0.097 -0.147
C -0.370 2.267 0.723
C -1.365 1.255 0.158
C 0.832 1.536 0.843
C 1.793 -0.782 -0.197
H -0.401 -1.996 0.989
H -2.043 -0.816 -1.835
H 1.702 -0.601 -1.268
H -0.738 -0.612 2.119
H -0.385 -0.737 -2.358
H 2.810 -0.486 0.125
H 1.836 -1.841 -0.095
H -1.095 -2.052 -1.247

---

So which one is most stable? That would be run 1, about 22.9 kJ/mol below the next structure.